# 1
A 2-piece molecular cluster, BrH2O2PS overall in a non-equilibrium geometry, computed with ωB97M-V with the def2-TZVPD basis set.

The geometry in XYZ format:
```
7
Properties=species:S:1:pos:R:3:nbo_charge:R:1
O 1.96 -1.28 -0.73 -0.97
O 2.54 0.02 1.37 -0.97
P 1.74 0.06 0.15 1.88
S 0.98 1.68 -0.64 -0.47
Br -4.54 0.73 0.16 -0.20
H 2.00 -1.23 -1.68 0.53
H -4.68 0.02 1.38 0.20
```

Summary:
HOMO-LUMO gap (eV): 9.00
Highest occupied orbital energy (hartree): -0.372
SMILES: O=P(O)=S.Br
Energy above the lowest of the compared OMol25 structures with the same formula, charge and spin (kcal per mole): 32.4
Energy (eV): -94294.9297
Molecular weight (g/mol): 176.96

# 2
C38H71Cl2F2MgN6O10S2 as an isolated structure in a non-equilibrium geometry, computed with ωB97M-V with the def2-TZVPD basis set.

The geometry in XYZ format:
```
132
Properties=species:S:1:pos:R:3:mulliken_charge:R:1
C -1.31 -1.55 5.24 -0.25
C -0.86 -1.19 4.19 -1.89
C -0.34 -0.75 2.88 2.15
C 0.77 0.30 3.20 -0.61
C 0.46 1.18 4.40 -0.95
C 1.20 2.51 4.31 -0.42
O 0.74 3.43 5.29 -0.40
C -0.49 3.97 5.06 0.58
C -0.90 4.33 3.65 -0.54
O -1.22 4.20 5.98 -0.54
C -1.53 -0.07 2.22 -1.46
N -1.58 0.04 0.67 2.13
C -1.15 1.38 0.37 -1.05
C -0.83 2.52 0.28 0.07
N -2.96 -0.01 0.24 -0.31
C -3.69 1.06 0.23 -0.66
C -4.10 1.83 1.47 -0.90
C -4.35 1.56 -1.03 -0.41
C -0.61 -1.01 -0.06 1.22
C -1.03 -1.44 -1.47 -1.45
C -2.36 -2.21 -1.73 1.21
C -3.43 -1.38 -2.45 -0.32
C -2.07 -3.40 -2.67 -2.21
N 0.54 -0.13 -0.18 -0.14
C 1.43 -0.23 -1.33 -0.49
C 2.70 0.57 -0.99 2.17
C 2.80 1.89 -1.78 -0.54
C 3.14 3.11 -0.89 -1.10
C -0.10 -2.21 0.80 -0.84
C -0.77 -3.59 0.66 -1.55
C -1.87 -4.04 1.64 0.41
C -3.02 -3.06 1.93 -1.14
C -1.31 -4.59 2.98 -1.54
N 0.18 -1.93 2.21 0.14
H -1.66 -2.04 6.12 0.60
H 0.98 0.92 2.32 -0.04
H 1.67 -0.27 3.44 0.92
H -0.61 1.43 4.45 0.49
H 0.73 0.71 5.34 0.45
H 1.18 2.92 3.30 0.25
H 2.25 2.32 4.54 0.19
H -1.53 5.21 3.71 0.43
H -1.49 3.51 3.24 -0.13
H -0.07 4.51 2.97 0.31
H -2.46 -0.51 2.54 0.77
H -1.56 0.95 2.59 -0.24
H -0.26 3.42 0.20 0.72
H -3.46 1.65 2.33 0.11
H -5.10 1.47 1.72 0.21
H -4.22 2.89 1.26 0.50
H -4.59 2.61 -0.88 0.74
H -5.28 1.05 -1.28 -0.07
H -3.62 1.47 -1.81 0.13
H -1.04 -0.60 -2.16 0.86
H -0.28 -2.16 -1.76 0.74
H -2.78 -2.64 -0.83 -0.27
H -3.76 -1.90 -3.34 0.97
H -3.06 -0.41 -2.77 -0.05
H -4.34 -1.27 -1.85 -0.77
H -1.93 -3.05 -3.69 0.58
H -2.90 -4.10 -2.61 0.41
H -1.16 -3.93 -2.39 0.48
H 1.12 -0.24 0.65 -0.46
H 1.04 0.22 -2.23 -0.13
H 1.74 -1.25 -1.54 -0.08
H 3.55 -0.03 -1.30 0.07
H 2.80 0.74 0.08 -1.68
H 3.53 1.77 -2.57 0.34
H 1.85 2.12 -2.28 0.37
H 2.76 2.93 0.11 0.03
H 2.63 3.98 -1.29 0.41
H 4.21 3.31 -0.89 0.25
H 0.89 -2.37 0.36 0.54
H -1.08 -3.81 -0.36 -0.17
H 0.04 -4.30 0.83 0.65
H -2.32 -4.91 1.18 0.88
H -2.92 -2.58 2.90 0.37
H -3.95 -3.64 2.00 0.52
H -3.19 -2.30 1.16 -0.37
H -1.69 -4.05 3.84 0.25
H -1.51 -5.65 3.08 0.42
H -0.23 -4.49 2.97 0.33
H 1.18 -1.95 2.37 0.61
N 7.67 -0.29 -3.45 -0.48
S 8.34 0.84 -4.35 1.13
O 8.82 1.97 -3.61 -0.59
O 7.70 1.07 -5.60 -0.59
F 9.65 0.04 -4.72 -0.25
S 6.32 0.11 -2.79 1.31
O 5.92 -0.81 -1.76 -0.64
O 5.28 0.56 -3.68 -0.57
F 6.67 1.42 -1.95 -0.31
C 2.90 -1.98 -4.86 -0.43
Cl 1.81 -0.57 -4.75 -0.14
Cl 3.53 -2.47 -3.29 -0.09
H 2.33 -2.81 -5.26 0.40
H 3.72 -1.72 -5.52 0.34
O -4.77 1.15 -3.82 -0.56
C -5.25 2.19 -4.19 0.54
O -6.48 2.58 -3.82 -0.34
C -6.85 3.80 -4.50 -0.47
C -5.52 4.44 -4.89 -0.52
C -4.64 3.21 -5.13 -0.49
H -7.46 3.55 -5.36 0.29
H -7.43 4.42 -3.82 0.34
H -5.60 5.10 -5.75 0.35
H -5.13 5.02 -4.06 0.28
H -4.72 2.83 -6.15 0.30
H -3.60 3.38 -4.88 0.30
Mg -5.56 -0.84 0.41 0.93
C 7.09 -1.32 2.62 -1.38
C 6.03 -2.08 3.42 0.12
C 4.61 -1.94 2.87 -0.79
O 3.98 -0.69 3.11 -0.12
C 4.39 0.36 2.24 -0.59
N 6.12 -1.67 4.83 -0.74
H 7.08 -0.25 2.84 0.27
H 8.08 -1.69 2.87 0.35
H 6.94 -1.45 1.55 0.34
H 6.28 -3.14 3.37 0.48
H 3.98 -2.68 3.37 0.39
H 4.58 -2.17 1.79 0.46
H 4.60 -0.01 1.23 0.43
H 5.27 0.87 2.64 0.28
H 3.58 1.09 2.20 0.01
H 5.51 -2.25 5.39 0.28
H 5.72 -0.73 4.91 0.31
C -6.80 -1.19 -3.63 -0.16
O -6.74 -2.27 -2.90 -0.37
H -7.40 -0.35 -3.23 0.22
H -5.79 -0.69 -3.76 0.02
H -7.11 -1.30 -4.69 0.36
```

Summary:
HOMO-LUMO gap (eV): 1.93
Highest occupied orbital energy (hartree): -0.358
Energy above the lowest of the compared OMol25 structures with the same formula, charge and spin (kcal per mole): 0.0
Energy (eV): -127544.8464
Molecular weight (g/mol): 969.36
Charge: +1

# 3
One molecule with the formula C2H7N3O in a non-equilibrium geometry, computed with ωB97M-V with the def2-TZVPD basis set.

The geometry in XYZ format:
```
13
Properties=species:S:1:pos:R:3:nbo_charge:R:1
C -1.14 -0.55 0.44 -0.64
C -0.13 -0.40 -0.73 -0.22
N 2.28 -0.85 -0.28 0.21
N 1.24 1.21 0.39 -0.67
N 1.26 -0.06 -0.09 -0.05
O 3.37 -0.32 -0.05 -0.48
H -1.13 0.42 1.11 0.23
H -2.13 -0.90 0.01 0.22
H -0.80 -1.36 1.12 0.22
H -0.06 -1.35 -1.35 0.24
H -0.43 0.51 -1.21 0.19
H 2.19 1.59 0.48 0.39
H 0.84 1.89 -0.15 0.36
```

Summary:
HOMO-LUMO gap (eV): 9.73
Highest occupied orbital energy (hartree): -0.328
SMILES: CCN(N)N=O
Energy above the lowest of the compared OMol25 structures with the same formula, charge and spin (kcal per mole): 112.0
Energy (eV): -8701.4190
Molecular weight (g/mol): 89.10

# 4
One molecule with the formula C5H12O in a non-equilibrium geometry, computed with ωB97M-V with the def2-TZVPD basis set.

The geometry in XYZ format:
```
18
Properties=species:S:1:pos:R:3:nbo_charge:R:1
C 1.96 0.06 -0.52 -0.64
C 0.73 -0.42 0.25 -0.41
C -0.85 0.22 -0.25 0.26
C -1.85 -0.79 0.32 -0.65
C -0.14 1.47 0.55 -0.59
O -0.82 0.10 -1.65 -0.71
H 1.67 0.31 -1.55 0.22
H 2.69 -0.76 -0.57 0.22
H 2.50 0.93 -0.10 0.20
H 0.97 -0.49 1.34 0.21
H 0.42 -1.37 -0.10 0.17
H -1.83 -0.72 1.41 0.22
H -1.52 -1.81 0.04 0.19
H -2.90 -0.72 0.00 0.22
H 0.86 1.48 1.09 0.20
H -0.83 1.68 1.35 0.21
H -0.02 2.24 -0.19 0.22
H -0.67 -0.86 -1.82 0.46
```

Summary:
HOMO-LUMO gap (eV): 9.08
Highest occupied orbital energy (hartree): -0.299
SMILES: CCC(C)(C)O
Energy above the lowest of the compared OMol25 structures with the same formula, charge and spin (kcal per mole): 85.8
Energy (eV): -7423.5926
Molecular weight (g/mol): 88.15